# 1
# C37H49F4N8PTi

C37H49F4N8PTi as an isolated structure at a distorted geometry (ωB97M-V/def2-TZVPD, OMol25).

XYZ file:
```
100
Properties=species:S:1:pos:R:3:forces:R:3:mulliken_spin:R:1
Ti 1.359 0.006 0.042 -1.254 0.656 0.263 0.65
C -0.190 3.586 -1.238 0.001 -0.238 0.153 0.00
N -0.006 3.235 0.158 -0.130 0.230 0.120 0.00
C -1.199 3.540 0.922 0.125 -0.044 -0.100 0.00
C 1.213 3.799 0.714 0.147 -0.212 -0.050 0.00
C 2.373 2.827 0.488 -0.333 0.073 0.166 0.04
N 2.152 1.559 1.183 0.115 0.275 0.131 0.00
C 2.582 1.449 2.459 0.143 0.067 0.506 0.00
C 2.358 0.231 3.134 -0.052 0.060 -0.117 0.02
F 1.617 -0.688 2.446 0.026 0.012 0.059 0.00
C 2.804 -0.092 4.388 0.012 0.059 0.019 -0.01
F 2.548 -1.316 4.871 -0.044 -0.034 0.009 0.00
C 3.494 0.830 5.148 -0.025 0.044 -0.035 0.01
C 3.673 2.072 4.567 0.009 -0.201 0.129 0.00
F 4.293 3.028 5.275 0.042 0.080 -0.022 0.00
C 3.247 2.388 3.293 -0.115 0.002 -0.162 0.01
F 3.465 3.664 2.897 0.011 0.010 -0.059 0.00
H 0.742 3.439 -1.785 -0.028 -0.021 -0.037 0.00
H -0.510 4.635 -1.359 0.034 0.034 -0.034 0.00
H -0.944 2.926 -1.668 0.088 0.012 -0.047 0.00
H -1.483 4.605 0.865 -0.027 -0.010 0.019 0.00
H -2.025 2.938 0.536 -0.063 0.012 0.025 0.00
H -1.043 3.282 1.971 -0.030 -0.027 -0.010 0.00
H 1.462 4.775 0.271 -0.053 0.065 0.046 0.00
H 1.084 3.947 1.789 0.018 0.011 -0.007 0.00
H 2.444 2.615 -0.579 -0.041 0.025 -0.067 -0.02
H 3.306 3.303 0.777 0.133 -0.057 -0.064 0.00
H 3.854 0.604 6.140 0.012 0.017 -0.001 0.00
C 4.998 1.120 -1.739 0.246 -0.079 0.151 -0.10
C 3.630 0.891 -1.855 -0.321 -0.092 -0.107 0.32
N 2.983 0.023 -1.047 1.605 -0.014 -0.778 0.00
C 3.729 -0.736 -0.190 0.117 0.146 -0.385 0.00
C 5.112 -0.518 0.035 0.052 -0.188 0.286 -0.03
C 5.738 0.475 -0.775 -0.150 0.125 -0.191 0.26
C 5.761 -1.312 0.986 0.075 0.160 -0.154 0.13
C 5.105 -2.361 1.618 -0.254 -0.165 -0.011 0.09
C 3.771 -2.673 1.330 0.355 0.291 0.077 -0.03
C 3.066 -3.811 1.828 -0.311 -0.120 0.026 0.31
C 1.748 -3.990 1.467 0.270 0.039 0.060 -0.09
C 1.095 -3.058 0.673 -0.371 -0.097 -0.033 0.37
N 1.723 -1.957 0.181 0.725 -0.991 0.237 -0.02
C 3.052 -1.815 0.458 -0.258 -0.331 -0.107 -0.03
H 5.467 1.826 -2.410 -0.019 0.026 0.015 0.00
H 3.024 1.408 -2.587 -0.035 0.032 0.062 0.02
H 6.795 0.673 -0.655 0.004 -0.001 -0.005 0.02
H 6.807 -1.124 1.194 -0.001 -0.007 -0.005 0.00
H 5.633 -2.980 2.333 0.036 -0.018 -0.041 0.00
H 3.570 -4.523 2.468 0.030 0.019 -0.001 0.02
H 1.202 -4.862 1.803 -0.033 0.025 0.030 -0.01
H 0.046 -3.170 0.432 0.016 0.066 -0.062 0.02
N -0.072 0.236 -1.111 0.155 0.009 0.231 0.02
P -1.528 -0.246 -0.938 -1.590 -0.097 -0.154 0.01
N -2.636 0.678 -1.818 0.406 -0.219 -0.056 0.00
C -4.005 1.018 -1.456 -0.045 0.081 0.075 0.00
C -4.586 2.044 -2.443 0.173 0.023 -0.004 0.00
C -3.462 2.897 -3.018 -0.089 -0.081 -0.080 0.00
C -2.600 2.006 -3.915 0.043 0.019 0.177 0.00
C -2.398 0.623 -3.262 -0.066 0.065 -0.026 0.00
N -1.683 -1.834 -1.499 0.399 0.254 0.236 -0.01
C -2.868 -2.657 -1.328 -0.130 0.093 -0.204 0.00
C -3.430 -3.144 -2.665 0.122 -0.072 0.098 0.00
C -2.342 -3.850 -3.472 -0.044 0.173 -0.058 0.00
C -1.145 -2.917 -3.650 -0.002 -0.094 0.167 0.00
C -0.632 -2.485 -2.278 -0.014 -0.028 -0.141 0.01
N -2.118 -0.126 0.646 0.571 0.005 -0.217 0.01
C -1.020 -0.304 1.614 0.049 -0.079 -0.141 0.00
C -1.490 -0.264 3.058 -0.109 -0.009 -0.010 0.01
C -2.470 -1.412 3.340 -0.021 -0.014 -0.084 0.00
C -3.321 -1.726 2.096 0.027 0.113 0.020 0.00
C -3.423 -0.496 1.198 -0.074 -0.119 -0.024 0.00
H -3.994 1.451 -0.454 -0.006 -0.036 -0.005 0.00
H -4.665 0.138 -1.442 0.011 0.002 0.025 0.00
H -5.334 2.651 -1.933 -0.036 -0.036 0.009 0.00
H -5.089 1.525 -3.264 -0.055 0.026 0.009 0.00
H -2.860 3.298 -2.200 -0.090 0.065 -0.054 0.00
H -3.857 3.738 -3.589 0.008 0.021 0.029 0.00
H -1.638 2.482 -4.115 0.012 -0.013 0.014 0.00
H -3.103 1.869 -4.875 0.045 0.024 -0.036 0.00
H -1.375 0.280 -3.415 -0.044 -0.024 -0.089 0.00
H -3.069 -0.110 -3.732 0.046 -0.031 0.034 0.00
H -3.632 -2.089 -0.803 -0.012 -0.061 0.054 0.00
H -2.618 -3.535 -0.714 -0.014 0.037 0.036 0.00
H -3.807 -2.284 -3.227 -0.033 -0.006 -0.011 0.00
H -4.268 -3.818 -2.474 -0.030 0.032 -0.025 0.00
H -2.729 -4.178 -4.438 -0.006 -0.029 0.017 0.00
H -2.018 -4.742 -2.924 -0.004 -0.044 -0.048 0.00
H -1.443 -2.037 -4.225 0.021 0.004 -0.041 0.00
H -0.343 -3.421 -4.194 0.007 0.027 -0.010 0.00
H 0.212 -1.803 -2.351 0.003 -0.036 -0.010 0.00
H -0.291 -3.387 -1.752 0.034 0.047 0.048 0.00
H -0.300 0.506 1.436 -0.148 0.148 0.292 -0.01
H -0.530 -1.273 1.452 0.029 0.027 0.089 0.02
H -1.957 0.701 3.264 0.017 0.023 -0.013 0.00
H -0.620 -0.352 3.708 0.018 0.099 -0.005 0.00
H -3.113 -1.143 4.179 0.010 -0.005 0.017 0.00
H -1.917 -2.305 3.636 0.005 0.011 0.028 0.00
H -4.324 -2.050 2.382 0.013 -0.041 0.000 0.00
H -2.867 -2.539 1.525 -0.025 -0.018 -0.028 0.00
H -3.810 0.343 1.788 -0.034 0.016 -0.043 0.00
H -4.137 -0.667 0.400 -0.006 0.023 0.014 0.00
```
Positions in Å, forces in eV/Å.

Its multiplicity is 3. The calculation puts the HOMO-LUMO gap (spin up / spin down) at 4.747 / 7.041 eV. For the lowest unoccupied orbital energy (spin up / spin down), the calculation gives 0.00 / -0.28 eV. The expectation value of S² is 2.09. The HOMO energy (spin up / spin down) is -0.1746 / -0.2689 hartree.



# 2
# C13H54B5N2O4SnTiZn

C13H54B5N2O4SnTiZn as an isolated structure at a distorted geometry (ωB97M-V/def2-TZVPD, OMol25).

XYZ file:
```
81
Properties=species:S:1:pos:R:3:forces:R:3:mulliken_spin:R:1
Sn 4.235 1.860 0.820 -0.340 -1.005 -0.332 1.01
Zn 2.192 -1.593 1.051 0.524 -1.329 1.051 0.01
Ti 0.919 1.501 -2.064 0.716 -0.702 -0.070 1.91
B 4.431 -1.370 0.499 0.549 -0.035 -0.979 -0.08
H 4.006 -1.118 -0.547 -0.244 0.184 -1.531 0.02
H 3.871 -0.664 1.208 0.045 2.123 1.636 0.06
H 4.065 -2.411 0.851 -0.282 -1.512 0.395 0.00
H 5.581 -1.319 0.510 1.308 0.160 0.319 0.00
B 1.180 -3.203 0.227 -0.907 -1.549 -0.010 0.00
H 0.344 -2.668 0.816 -1.353 0.771 0.292 0.00
H 0.765 -4.082 -0.389 -0.452 -0.959 -0.885 0.00
H 1.786 -2.550 -0.484 0.840 1.373 -1.689 0.00
H 1.912 -3.617 1.014 0.830 -0.877 0.862 0.00
B 3.066 2.830 -1.966 0.460 0.875 0.883 -0.11
H 3.185 1.724 -2.010 0.261 -3.332 -0.266 0.04
H 4.091 3.324 -2.131 1.134 0.566 -0.211 0.00
H 2.367 3.155 -2.800 -2.019 0.704 -1.684 0.02
H 2.614 3.062 -0.920 -0.515 0.579 1.543 0.06
B 1.857 -1.798 3.170 0.092 -0.180 0.521 0.00
H 1.502 -1.722 4.255 -0.027 -0.047 1.255 0.00
H 0.897 -1.633 2.543 -1.346 0.402 -0.787 0.00
H 2.659 -0.993 2.938 1.024 1.324 0.009 0.01
H 2.303 -2.826 2.902 0.538 -1.339 0.085 0.00
B 1.559 0.300 0.272 -0.949 -0.301 -1.126 -0.39
H 0.590 -0.273 0.523 -1.295 -0.375 0.505 0.02
H 2.213 0.346 1.198 0.896 0.981 1.529 0.14
H 2.083 -0.320 -0.546 0.647 -0.156 -1.427 0.07
H 1.241 1.326 -0.045 -0.682 2.648 -0.696 0.07
C 1.858 -1.609 -3.176 -0.481 0.498 -0.746 0.01
O 1.274 -0.385 -3.726 -0.199 0.519 1.073 0.01
C 0.038 -0.648 -4.387 0.122 -0.417 -0.379 -0.01
C -0.675 0.677 -4.562 -0.126 -0.772 -0.578 0.02
N -1.142 1.149 -3.275 1.984 1.998 0.717 0.03
C -1.537 2.549 -3.313 -1.342 0.408 1.529 0.03
C -1.759 3.028 -1.859 -0.035 -0.962 -0.538 0.00
O -0.498 3.121 -1.200 0.889 -0.054 -0.398 -0.03
C 0.122 4.395 -1.379 -0.097 1.252 0.972 0.01
H 2.369 -2.105 -4.002 0.222 -0.107 0.220 0.00
H 1.031 -2.230 -2.835 0.259 -0.134 0.363 0.00
H 2.519 -1.313 -2.368 0.121 -0.231 -0.069 0.00
H -0.541 -1.356 -3.787 -0.186 0.165 0.062 0.00
H 0.262 -1.157 -5.329 -0.159 0.226 -0.158 0.00
H -1.457 0.726 -5.330 -0.259 -0.746 0.174 0.00
H 0.053 1.360 -5.017 0.196 0.284 0.627 0.00
H -1.654 0.603 -2.589 -0.247 -0.681 -0.669 0.00
H -2.496 2.704 -3.820 0.179 0.025 -0.432 0.01
H -0.752 3.171 -3.746 -0.085 -0.086 -0.355 0.01
H -2.296 2.253 -1.306 -0.099 0.004 -0.025 -0.02
H -2.363 3.934 -1.802 0.382 0.255 0.038 0.00
H 1.052 4.475 -0.823 -0.018 -0.631 0.024 0.00
H -0.529 5.131 -0.898 -0.141 0.140 -0.430 0.00
H 0.370 4.670 -2.405 -0.374 -0.240 -0.150 0.00
C -2.287 0.272 6.233 -0.331 2.035 -1.417 0.00
C -1.342 -0.230 5.147 -0.078 -0.118 0.007 0.00
C -1.063 0.790 4.042 0.686 1.171 0.695 0.00
O -2.249 1.226 3.395 -0.209 -0.114 -0.620 0.00
C -2.270 1.055 1.983 0.772 -0.292 0.536 0.00
N -0.094 -0.486 5.887 0.466 -0.807 -1.246 0.00
H -1.948 1.312 6.339 0.358 -0.168 0.812 0.00
H -2.204 -0.250 7.177 -0.234 -0.178 -0.055 0.00
H -3.294 0.524 5.884 -0.229 -1.023 0.139 0.00
H -1.728 -1.070 4.547 -0.056 -0.431 0.608 0.00
H -0.265 0.439 3.377 -0.467 -0.510 -0.378 0.00
H -0.591 1.691 4.462 -0.177 -0.031 0.374 0.00
H -2.241 -0.007 1.736 -0.379 -0.080 -0.132 0.00
H -1.375 1.468 1.503 0.106 0.248 0.086 0.00
H -3.137 1.563 1.566 -0.197 -0.163 0.165 0.00
H -0.174 -1.400 6.329 -0.277 0.215 0.360 0.00
H 0.602 -0.733 5.175 0.080 0.457 0.278 0.00
C -3.293 -1.682 -2.360 -0.525 -1.061 0.680 0.00
C -3.053 -1.558 -0.859 -0.080 -1.533 -0.091 0.00
C -2.941 -2.933 -0.211 -0.014 0.417 0.519 0.00
O -1.815 -0.886 -0.685 0.012 1.217 -0.314 0.02
H -4.135 -2.358 -2.541 -0.362 0.397 0.151 0.00
H -2.485 -2.290 -2.774 0.397 0.785 -0.383 0.00
H -3.531 -0.708 -2.783 0.415 -0.101 -0.496 0.00
H -3.941 -1.078 -0.429 0.500 0.704 0.291 0.00
H -2.672 -2.840 0.846 0.296 0.218 -0.071 0.00
H -2.131 -3.462 -0.714 -0.289 -0.488 0.068 0.00
H -3.903 -3.443 -0.144 0.112 -0.264 -0.650 0.00
H -1.201 -1.340 -0.088 -0.254 -0.208 0.017 0.01
```
Positions in Å, forces in eV/Å.

Its multiplicity is 4. The calculation puts the HOMO-LUMO gap (spin up / spin down) at 6.063 / 7.473 eV. For the lowest unoccupied orbital energy (spin up / spin down), the calculation gives -1.21 / -1.08 eV. The expectation value of S² is 3.76. The HOMO energy (spin up / spin down) is -0.2673 / -0.3144 hartree.



What is the multiplicity in the second record? 4



The highest multiplicity belongs to which entry? C13H54B5N2O4SnTiZn



Among the records above, which one has the highest multiplicity? C13H54B5N2O4SnTiZn